{"formula": "C5H9N2OS", "method": "the ωB97M-V functional and the def2-TZVPD basis", "total_charge": 1, "homo_lumo_gap_ev": 8.79, "mol_weight_g_mol": 145.21, "de_lowest_kcal_mol": 90.1, "species": ["C", "C", "C", "C", "C", "N", "N", "O", "S", "H", "H", "H", "H", "H", "H", "H", "H", "H"], "xyz": [[-2.15343, 0.14861, 2.06913], [-0.77269, 0.64414, -0.90593], [-0.39881, -0.33348, -0.11663], [-1.41087, 1.93725, -0.34013], [1.80194, -1.25660, 0.57707], [-1.02863, 0.14685, 1.57909], [0.45273, -1.30498, 0.01242], [-0.52835, 0.78328, -2.19845], [-3.45441, 0.40140, 2.83757], [-2.20620, 1.79311, 0.23476], [-1.65374, 2.38256, -1.20650], [-0.61671, 2.45746, 0.16767], [2.30365, -2.10520, 0.19739], [2.19439, -0.34010, 0.19654], [1.70701, -1.44136, 1.65739], [-0.16792, 0.53468, 1.92123], [0.09564, -2.18313, 0.15385], [0.08522, 0.05247, -2.61351]], "nbo_charge": [0.22, 0.34, 0.25, -0.61, -0.42, -0.70, -0.53, -0.63, 0.36, 0.21, 0.24, 0.23, 0.23, 0.22, 0.21, 0.46, 0.39, 0.52]}

---

{"formula": "C3H11N2", "method": "the ωB97M-V functional and the def2-TZVPD basis", "total_charge": 1, "homo_lumo_gap_ev": 12.01, "mol_weight_g_mol": 75.13, "de_lowest_kcal_mol": 20.9, "species": ["C", "C", "C", "N", "N", "H", "H", "H", "H", "H", "H", "H", "H", "H", "H", "H"], "xyz": [[-1.77647, -1.65003, -0.35817], [2.59814, 1.17268, 0.32138], [-0.94465, -0.40646, -0.14149], [-0.69936, 0.39628, -1.12644], [-0.70099, -0.08960, 1.11581], [-2.28381, -1.83611, 0.66421], [-2.72865, -1.48552, -0.99097], [-1.12670, -2.40910, -0.63690], [2.64726, 1.53073, -0.75207], [2.62683, 2.13398, 0.98654], [3.42438, 0.49719, 0.31474], [-0.34953, 1.34115, -1.02863], [-0.84401, -0.01740, -2.00258], [-0.30744, 0.79791, 1.16044], [-1.27130, -0.49500, 1.77231], [1.73630, 0.51929, 0.70182]], "nbo_charge": [-0.69, -0.88, 0.58, -0.69, -0.69, 0.24, 0.28, 0.27, 0.23, 0.24, 0.24, 0.44, 0.43, 0.41, 0.43, 0.18]}

---

{"formula": "C35H42AsN2PS3V", "method": "the ωB97M-V functional and the def2-TZVPD basis", "total_charge": 0, "homo_lumo_gap_ev": [7.03, 7.09], "mol_weight_g_mol": 743.78, "de_lowest_kcal_mol": 3.1, "s_squared": 0.9622, "spin_multiplicity": 2, "species": ["V", "C", "C", "S", "C", "C", "S", "H", "H", "H", "H", "H", "H", "C", "C", "As", "C", "C", "C", "C", "C", "C", "C", "C", "C", "C", "C", "C", "P", "C", "C", "C", "C", "C", "C", "C", "C", "C", "C", "C", "C", "H", "H", "H", "H", "H", "H", "H", "H", "H", "H", "H", "H", "H", "H", "H", "H", "H", "H", "H", "H", "H", "H", "H", "H", "C", "C", "N", "C", "S", "N", "C", "C", "H", "H", "H", "H", "H", "H", "H", "H", "H", "H", "H", "H"], "xyz": [[-0.29175, -2.08574, 1.29095], [2.91107, -5.25960, 2.42431], [2.05793, -4.02148, 2.32219], [1.23130, -3.82160, 0.77670], [1.93198, -3.12918, 3.32970], [2.59625, -3.26117, 4.67092], [0.93571, -1.66425, 3.15362], [3.15049, -5.63450, 1.43097], [2.39081, -6.05451, 2.96416], [3.84874, -5.05972, 2.94337], [3.40826, -3.98648, 4.65175], [1.87931, -3.58257, 5.43174], [2.99730, -2.30038, 4.99717], [0.22666, 1.32799, 0.08088], [0.81213, 2.39220, -0.83192], [-0.11371, 4.11416, -0.57934], [-1.75036, 3.54880, -1.48511], [-1.88756, 3.53302, -2.87003], [-3.03357, 3.01263, -3.45358], [-4.04379, 2.48501, -2.66173], [-3.91602, 2.49907, -1.28079], [-2.77997, 3.04364, -0.69607], [0.70207, 5.10799, -2.04864], [0.15114, 6.35471, -2.34524], [0.67007, 7.13273, -3.36659], [1.76118, 6.67913, -4.09640], [2.32381, 5.44984, -3.79991], [1.79617, 4.66384, -2.78095], [0.69103, -0.40521, -0.27080], [0.01902, -0.75819, -1.92877], [0.47971, -1.91225, -2.56750], [-0.06435, -2.30382, -3.77653], [-1.07950, -1.55085, -4.35752], [-1.54674, -0.41283, -3.72369], [-1.00229, -0.01727, -2.50740], [2.49385, -0.34859, -0.54526], [3.04096, 0.11922, -1.73928], [4.41548, 0.19475, -1.89537], [5.25152, -0.19848, -0.85834], [4.71369, -0.67377, 0.32696], [3.33722, -0.75573, 0.48570], [-0.86933, 1.32676, 0.05239], [0.50886, 1.50807, 1.12207], [0.71196, 2.12518, -1.88647], [1.87237, 2.53522, -0.61543], [-1.09730, 3.92368, -3.50135], [-3.13176, 3.01257, -4.53225], [-4.93179, 2.06819, -3.11869], [-4.70148, 2.08957, -0.65871], [-2.69144, 3.06710, 0.38492], [-0.69749, 6.71721, -1.77491], [0.22797, 8.09492, -3.59096], [2.17261, 7.28633, -4.89226], [3.17737, 5.09536, -4.36394], [2.25055, 3.70383, -2.57027], [1.26273, -2.50561, -2.10618], [0.29685, -3.19864, -4.26590], [-1.50955, -1.85685, -5.30259], [-2.34018, 0.17475, -4.16647], [-1.38814, 0.87112, -2.02120], [2.38825, 0.40872, -2.55332], [4.83638, 0.55209, -2.82637], [6.32619, -0.14331, -0.97792], [5.36971, -0.99372, 1.12620], [2.90996, -1.15175, 1.39881], [-3.46651, 0.15960, 4.65181], [-2.84079, -0.22923, 3.32373], [-2.82847, -1.67885, 3.19793], [-2.24657, -2.18349, 2.01719], [-2.41397, -1.43458, 0.47025], [-1.76884, -3.50850, 1.96865], [-1.53483, -4.31895, 3.16747], [-2.80244, -4.93686, 3.73972], [-3.47775, 1.24385, 4.76610], [-2.90060, -0.25349, 5.48975], [-4.49032, -0.20789, 4.71779], [-1.82257, 0.18374, 3.24691], [-3.41971, 0.17720, 2.49344], [-2.39297, -2.09123, 4.01432], [-2.05477, -4.02711, 1.14513], [-1.02298, -3.68683, 3.89380], [-0.81633, -5.08434, 2.86917], [-3.52845, -4.17049, 4.00828], [-2.56825, -5.52036, 4.63053], [-3.27145, -5.60344, 3.01455]], "mulliken_spin": [1.49, 0.00, 0.01, -0.05, 0.02, 0.00, -0.05, 0.00, 0.00, 0.00, 0.00, 0.00, 0.00, -0.03, 0.00, 0.00, 0.00, 0.00, 0.00, 0.00, 0.00, 0.00, 0.00, 0.00, 0.00, 0.00, 0.00, 0.00, -0.07, -0.01, 0.00, 0.00, 0.00, 0.00, -0.01, -0.01, 0.00, 0.00, 0.00, 0.00, 0.01, 0.03, 0.01, 0.00, 0.00, 0.00, 0.00, 0.00, 0.00, 0.00, 0.00, 0.00, 0.00, 0.00, 0.00, 0.00, 0.00, 0.00, 0.00, 0.00, 0.00, 0.00, 0.00, 0.00, 0.00, 0.00, 0.03, -0.04, -0.26, -0.08, -0.03, 0.02, -0.01, 0.00, 0.00, 0.00, 0.00, 0.00, 0.00, 0.02, 0.00, 0.00, 0.00, 0.00, 0.00]}

---

{"formula": "C35H55N5O8P2S", "method": "the ωB97M-V functional and the def2-TZVPD basis", "total_charge": 0, "homo_lumo_gap_ev": 6.05, "mol_weight_g_mol": 767.87, "species": ["N", "P", "C", "C", "C", "P", "O", "C", "C", "C", "C", "C", "C", "C", "C", "S", "C", "N", "N", "C", "O", "C", "C", "C", "O", "C", "C", "C", "C", "C", "C", "C", "O", "H", "H", "H", "H", "H", "H", "H", "H", "H", "H", "H", "H", "H", "H", "H", "H", "H", "H", "H", "H", "H", "H", "H", "H", "H", "C", "O", "C", "C", "N", "C", "C", "O", "C", "H", "H", "H", "H", "H", "H", "H", "H", "H", "H", "H", "H", "H", "H", "H", "C", "O", "C", "C", "N", "C", "C", "O", "C", "H", "H", "H", "H", "H", "H", "H", "H", "H", "H", "H", "H", "H", "H", "H"], "xyz": [[1.05447, -5.67399, -1.48753], [0.51184, -6.13226, 0.00093], [0.70219, -4.53271, 1.09693], [2.08298, -4.28422, 1.98760], [2.30170, -2.90407, 2.90179], [3.97720, -2.83715, 3.87391], [4.98919, -1.89578, 3.10456], [1.15986, -1.68815, 2.98716], [1.38116, -0.31477, 3.86306], [1.80693, -0.55529, 5.42784], [3.27314, 0.20446, 5.64648], [3.96748, -0.11073, 7.09935], [5.34055, -1.00497, 7.03026], [6.65207, -0.31974, 7.73857], [7.29148, -1.35212, 8.88874], [6.54918, -1.01430, 10.58627], [4.79260, -1.70713, 10.70175], [3.70898, -0.83159, 11.33006], [2.51452, -1.53905, 11.35912], [2.83920, -2.86980, 10.71379], [4.26287, -3.01651, 10.27184], [-0.23494, -1.97217, 2.10957], [-0.43713, -3.34929, 1.18234], [-1.85313, -3.51695, 0.30976], [-1.89096, -4.00554, -0.94081], [-3.22501, -3.00636, 1.11860], [-4.62762, -3.83709, 0.93855], [-5.94365, -3.29362, 1.75734], [-5.75684, -1.97613, 2.74820], [-4.32173, -1.14686, 2.92063], [-3.02197, -1.66235, 2.06465], [-1.52207, -0.92607, 2.08610], [-1.43361, 0.40561, 2.04449], [0.27124, -5.76550, -2.17600], [-0.86347, -6.55493, -0.11554], [1.28617, -7.24122, 0.50589], [2.92888, -5.11083, 1.95166], [3.79256, -2.51676, 5.26795], [4.56095, -4.18450, 3.84940], [0.41969, 0.39196, 3.88211], [2.22267, 0.34094, 3.32924], [1.03840, 0.05455, 6.10793], [1.81068, -1.67613, 5.77142], [4.06709, -0.09203, 4.82042], [3.16455, 1.38999, 5.56173], [3.19113, -0.73143, 7.76013], [4.25450, 0.91595, 7.62992], [5.13383, -2.02105, 7.60641], [5.61554, -1.33296, 5.91789], [7.45876, -0.05676, 6.90150], [6.35710, 0.65778, 8.31125], [7.15673, -2.49108, 8.58590], [8.44010, -1.09139, 8.96460], [1.96430, -3.65565, 10.59305], [-4.61224, -4.77446, 0.21108], [-6.95191, -3.87525, 1.59804], [-6.73558, -1.64904, 3.33949], [-4.25304, -0.19557, 3.63744], [-1.40655, 2.23710, -3.38338], [-0.09172, 2.10443, -2.86188], [-0.05804, 1.47520, -1.57421], [0.59391, 0.08562, -1.67278], [-0.27057, -0.85836, -2.38378], [0.39749, -2.11710, -2.73562], [1.57900, -2.03898, -3.72223], [1.20324, -1.65043, -5.04487], [1.12233, -0.24479, -5.24464], [-1.35368, 2.84953, -4.28752], [-1.81797, 1.26231, -3.65436], [-2.06570, 2.73618, -2.66518], [-1.05106, 1.42105, -1.11326], [0.56728, 2.10715, -0.93436], [0.78784, -0.29204, -0.66201], [1.55326, 0.20668, -2.18402], [-0.60284, -0.42455, -3.24200], [-0.36924, -2.76214, -3.17955], [0.72876, -2.61240, -1.81515], [1.98608, -3.05356, -3.81576], [2.40307, -1.42104, -3.35063], [1.83680, 0.30847, -4.62936], [0.10378, 0.10260, -5.06027], [1.34485, -0.03919, -6.29582], [-3.54022, 5.59441, -10.60059], [-3.03425, 6.27485, -9.46070], [-3.99929, 7.13947, -8.84728], [-4.41068, 6.59283, -7.46973], [-5.21782, 5.37800, -7.59886], [-5.42062, 4.66920, -6.32961], [-4.17224, 4.09005, -5.63565], [-3.55712, 3.01800, -6.35250], [-2.63816, 3.43185, -7.35577], [-2.70780, 5.07723, -11.08530], [-4.28364, 4.84868, -10.31055], [-3.97505, 6.29864, -11.31778], [-4.87167, 7.30835, -9.48910], [-3.50508, 8.10633, -8.70332], [-4.98996, 7.35740, -6.93891], [-3.49458, 6.40153, -6.90356], [-4.76097, 4.74187, -8.24830], [-6.10245, 3.83828, -6.54339], [-5.94518, 5.33317, -5.63225], [-4.50613, 3.65733, -4.68429], [-3.43786, 4.85812, -5.37147], [-2.12556, 4.36225, -7.09746], [-3.14841, 3.52602, -8.31644], [-1.88513, 2.64649, -7.46939]], "lowdin_charge": [-0.35, 0.71, -0.22, -0.04, -0.20, 0.74, -0.51, -0.04, -0.17, -0.21, -0.23, -0.20, -0.23, -0.24, -0.48, 0.84, -0.46, -0.04, -0.02, -0.06, -0.09, 0.03, -0.01, -0.20, -0.05, -0.03, 0.00, -0.05, -0.05, 0.00, -0.03, -0.19, -0.03, -0.04, 0.00, -0.01, 0.09, -0.01, 0.02, 0.12, 0.14, 0.13, 0.10, 0.09, 0.13, 0.11, 0.12, 0.10, 0.10, 0.12, 0.10, 0.10, 0.09, 0.14, 0.11, 0.09, 0.09, 0.11, -0.11, -0.20, -0.20, -0.20, -0.05, -0.20, -0.21, -0.18, -0.10, 0.08, 0.08, 0.09, 0.12, 0.12, 0.11, 0.10, 0.07, 0.11, 0.10, 0.12, 0.11, 0.09, 0.07, 0.09, -0.12, -0.20, -0.20, -0.21, -0.06, -0.20, -0.22, -0.19, -0.10, 0.09, 0.08, 0.09, 0.12, 0.12, 0.12, 0.10, 0.07, 0.12, 0.12, 0.12, 0.11, 0.09, 0.07, 0.09]}